(1)
ORCA calculation (wB97M-V/def2-TZVPD) on an isolated molecule of C2H2N2OS3 in a non-equilibrium geometry.

XYZ file:
```
10
Properties=species:S:1:pos:R:3:nbo_charge:R:1
C 0.463 -0.212 -0.020 0.195
C -1.645 0.273 -0.141 0.325
N -0.396 0.673 -0.039 -0.507
N -0.766 -1.848 0.079 -0.335
O -1.842 -1.060 -0.070 -0.331
S -2.842 1.408 -0.011 -0.079
S 2.528 1.682 0.062 -0.069
S 2.092 -0.290 0.116 0.301
H -0.940 -2.253 1.073 0.345
H 3.348 1.627 -1.048 0.156
```

Output
Energy   -1456.55788 hartree
HOMO level   -8.5789 eV
Max |F|   4.3 eV Å⁻¹
Energy relative to the best compared isomer or geometry (same formula, charge and spin)   413.1 kJ/mol

***

(2)
ORCA calculation (wB97M-V/def2-TZVPD) on C7H12N2O2 as an isolated structure in a non-equilibrium geometry.

XYZ file:
```
23
Properties=species:S:1:pos:R:3:nbo_charge:R:1
C -0.835 1.232 -0.157 0.441
C -0.997 2.680 -0.006 0.713
C 0.302 -0.993 -0.928 -0.280
C -1.202 -1.018 -0.721 -0.191
C 2.219 0.830 0.876 -0.640
C -2.792 0.023 0.866 -0.391
C 1.826 0.961 -0.591 -0.227
N 0.616 0.427 -1.101 -0.368
N -1.479 0.116 0.183 -0.444
O -1.400 2.439 -1.241 -0.538
O -0.958 3.538 0.810 -0.556
H 0.584 -1.425 0.036 0.187
H 0.457 -1.457 -1.858 0.230
H -1.823 -0.960 -1.609 0.196
H -1.485 -2.106 -0.287 0.200
H 2.096 -0.101 1.339 0.206
H 3.257 0.934 0.970 0.216
H 1.764 1.568 1.402 0.211
H -3.095 -0.881 0.551 0.203
H -3.495 0.782 0.636 0.212
H -2.500 0.158 1.961 0.215
H 1.728 1.958 -0.973 0.215
H 2.673 0.417 -1.180 0.188
```

Output
Energy   -533.75481 hartree
HOMO level   -9.1303 eV
Max |F|   5.2 eV Å⁻¹
Energy relative to the best compared isomer or geometry (same formula, charge and spin)   538.6 kJ/mol

***

(3)
ORCA calculation (wB97M-V/def2-TZVPD) on C21H30N2SiY as an isolated structure in a non-equilibrium geometry.

XYZ file:
```
55
Properties=species:S:1:pos:R:3:nbo_charge:R:1
C 0.780 2.096 1.482 -0.384
C -0.233 2.571 0.593 -0.340
C -1.468 2.617 1.306 -0.401
H -0.080 2.862 -0.445 0.259
C -1.235 2.191 2.647 -0.409
C 0.160 1.867 2.760 -0.403
H 0.687 1.639 3.689 0.244
H 1.846 2.012 1.250 0.253
H -2.424 2.950 0.898 0.262
H -1.961 2.199 3.469 0.248
Y -0.834 0.252 1.208 1.372
C -1.379 -2.327 -2.265 -1.107
H -2.342 -2.194 -1.762 0.310
H -1.521 -3.169 -2.982 0.331
H -1.126 -1.522 -3.051 0.343
Si -0.284 -0.769 -1.664 1.169
C 1.525 -0.623 -1.987 -0.501
C 2.168 0.622 -1.833 -0.225
H 1.583 1.506 -1.551 0.227
C 3.546 0.721 -2.046 -0.141
H 4.024 1.695 -1.933 0.216
C 4.284 -0.414 -2.405 -0.233
H 5.347 -0.322 -2.597 0.227
C 3.653 -1.659 -2.544 -0.198
H 4.218 -2.550 -2.822 0.227
C 2.273 -1.761 -2.340 -0.233
H 1.762 -2.724 -2.460 0.197
C -1.268 0.774 -2.001 -0.420
C -0.851 1.590 -3.067 -0.283
H 0.077 1.347 -3.598 0.223
C -1.635 2.672 -3.462 -0.171
H -1.307 3.283 -4.304 0.225
C -2.834 2.948 -2.798 -0.260
H -3.473 3.760 -3.140 0.227
C -3.232 2.166 -1.712 -0.180
H -4.147 2.389 -1.159 0.219
C -2.478 1.055 -1.324 -0.326
H -2.851 0.381 -0.527 0.189
H -0.440 -1.236 -0.217 -0.285
H -0.550 -2.752 -1.580 0.325
N 1.173 -0.979 1.818 -0.900
C 1.081 -2.375 2.345 -0.217
C 0.400 -2.480 3.706 -0.439
C -0.583 -1.398 4.120 -0.213
N -1.604 -1.108 3.057 -0.911
H 1.730 -0.950 0.953 0.416
H 1.713 -0.396 2.462 0.393
H 0.560 -2.973 1.594 0.208
H 2.096 -2.789 2.418 0.210
H -0.117 -3.448 3.750 0.227
H 1.181 -2.525 4.477 0.235
H -1.107 -1.711 5.032 0.214
H -0.082 -0.454 4.362 0.205
H -2.389 -0.576 3.459 0.378
H -2.031 -1.982 2.726 0.400
```

Output
Energy   -1255.16800 hartree
HOMO level (alpha / beta)   -6.8491 / -6.8807 eV
Total charge   +1
Max |F|   5.8 eV Å⁻¹
Energy relative to the best compared isomer or geometry (same formula, charge and spin)   53.1 kJ/mol

***

(4)
ORCA calculation (wB97M-V/def2-TZVPD) on C20H30AsN2O3PdS2 as an isolated structure in a non-equilibrium geometry.

XYZ file:
```
59
Properties=species:S:1:pos:R:3:nbo_charge:R:1
Pd -0.900 -1.811 0.010 0.768
C -1.063 -3.802 0.641 -0.967
As 2.308 -2.370 1.138 1.081
C 4.206 -1.927 1.391 -0.990
C 1.682 -0.559 1.554 -0.983
O 0.115 -2.530 -1.634 -0.376
H -1.137 -3.736 1.731 0.206
H -0.190 -4.415 0.403 0.161
H -1.948 -4.308 0.249 0.192
H 4.418 -2.025 2.457 0.263
H 4.426 -0.903 1.092 0.235
H 4.865 -2.616 0.867 0.233
H 2.132 -0.298 2.516 0.255
H 0.600 -0.522 1.651 0.268
H 2.000 0.168 0.807 0.254
C -2.337 8.515 2.259 -0.722
C -2.102 7.166 1.645 0.444
O -2.601 6.136 2.000 -0.544
S -0.971 7.238 0.240 0.195
C -0.781 5.499 -0.074 -0.169
C -0.039 4.728 0.813 -0.193
C 0.060 3.365 0.612 -0.175
C -0.575 2.758 -0.478 -0.171
C -1.295 3.551 -1.374 -0.141
C -1.392 4.918 -1.176 -0.214
C -0.529 1.334 -0.614 -0.083
C -0.582 0.117 -0.624 -0.485
H -2.127 8.454 3.326 0.249
H -3.386 8.788 2.141 0.250
H -1.712 9.277 1.798 0.230
H 0.438 5.197 1.662 0.226
H 0.620 2.752 1.306 0.210
H -1.778 3.087 -2.224 0.213
H -1.960 5.537 -1.858 0.227
C -4.419 -2.466 0.751 -0.814
S -3.707 -0.868 1.218 1.276
C -3.832 -0.137 -0.432 -0.813
O -2.242 -1.148 1.480 -0.932
H -5.474 -2.325 0.519 0.244
H -4.320 -3.142 1.597 0.252
H -3.881 -2.844 -0.117 0.239
H -4.876 -0.167 -0.746 0.242
H -3.202 -0.704 -1.114 0.249
H -3.488 0.893 -0.380 0.264
C 3.295 -5.931 -2.223 -0.658
C 2.796 -4.597 -1.798 0.180
C 3.435 -3.489 -1.373 -0.227
C 2.445 -2.450 -1.091 -0.111
N 1.254 -3.020 -1.571 0.353
N 1.444 -4.306 -1.814 -0.283
C 2.671 -1.019 -1.566 -0.640
H 4.371 -5.989 -2.089 0.257
H 3.067 -6.110 -3.276 0.246
H 2.828 -6.726 -1.640 0.249
H 4.497 -3.356 -1.262 0.261
H 0.696 -4.839 -2.244 0.457
H 3.564 -0.606 -1.103 0.237
H 1.803 -0.399 -1.329 0.284
H 2.811 -1.015 -2.647 0.241
```

Output
Energy   -4274.86666 hartree
HOMO level (alpha / beta)   -9.9104 / -9.9104 eV
Total charge   +1
Max |F|   1.6 eV Å⁻¹
Energy relative to the best compared isomer or geometry (same formula, charge and spin)   564.6 kJ/mol

***

(5)
ORCA calculation (wB97M-V/def2-TZVPD) on an isolated ion of composition C6H14NO and charge -1 in a non-equilibrium geometry.

XYZ file:
```
22
Properties=species:S:1:pos:R:3:nbo_charge:R:1
C 0.480 -0.922 0.766 -0.402
C 1.917 -1.339 0.714 -0.460
C 2.285 -2.123 -0.660 0.013
O 2.600 -1.375 -1.700 -0.943
C -0.087 -0.344 -0.571 -0.247
N -1.394 0.324 -0.397 -0.632
C -1.238 1.762 -0.113 -0.210
C -2.560 2.525 -0.030 -0.609
H -0.052 -1.934 1.069 0.162
H 0.197 -0.337 1.643 0.177
H 2.238 -1.871 1.602 0.172
H 2.542 -0.435 0.908 0.167
H 1.319 -2.762 -0.699 0.031
H 3.108 -2.815 -0.485 0.085
H 0.731 0.242 -0.911 0.231
H -0.294 -1.141 -1.283 0.209
H -1.956 0.044 0.390 0.336
H -0.642 1.997 0.785 0.151
H -0.709 2.181 -0.976 0.180
H -3.038 2.606 -0.981 0.204
H -2.287 3.585 0.171 0.193
H -3.159 2.130 0.758 0.190
```

Output
Energy   -366.94229 hartree
HOMO level   -2.2834 eV
Total charge   -1
Max |F|   3.6 eV Å⁻¹
Energy relative to the best compared isomer or geometry (same formula, charge and spin)   155.8 kJ/mol
SMILES   CCNCCCC[O-]

***

(6)
ORCA calculation (wB97M-V/def2-TZVPD) on C36H35ClMnN2O5P2 as an isolated structure in a non-equilibrium geometry.

XYZ file:
```
82
Properties=species:S:1:pos:R:3:lowdin_charge:R:1
Mn 0.410 -0.197 0.033 0.723
O -0.215 -2.785 -0.236 -0.052
C 0.249 -1.979 -1.047 -0.400
C 0.388 -2.425 -2.471 -0.242
C 0.449 -3.760 -2.850 -0.020
C 0.625 -4.085 -4.185 -0.071
C 0.731 -3.072 -5.134 -0.072
C 0.671 -1.736 -4.760 -0.075
C 0.519 -1.403 -3.417 -0.331
P 0.461 0.322 -2.794 1.068
C -1.331 0.680 -2.770 -0.382
C -2.312 -0.210 -3.195 -0.064
C -3.656 0.125 -3.083 -0.069
C -4.031 1.350 -2.550 -0.079
C -3.059 2.244 -2.119 -0.074
C -1.719 1.905 -2.219 -0.116
C 1.043 1.212 -4.283 -0.383
C 2.395 1.067 -4.602 -0.132
C 2.927 1.674 -5.727 -0.094
C 2.119 2.465 -6.536 -0.087
C 0.779 2.632 -6.215 -0.080
C 0.240 1.999 -5.101 -0.078
H 0.346 -4.524 -2.088 0.117
H 0.673 -5.122 -4.494 0.103
H 0.863 -3.326 -6.179 0.104
H 0.754 -0.966 -5.517 0.103
H -2.030 -1.170 -3.608 0.107
H -4.412 -0.578 -3.409 0.106
H -5.080 1.604 -2.459 0.105
H -3.347 3.196 -1.690 0.106
H -0.958 2.593 -1.863 0.079
H 3.033 0.463 -3.962 0.107
H 3.974 1.540 -5.970 0.106
H 2.531 2.946 -7.415 0.102
H 0.144 3.244 -6.844 0.104
H -0.812 2.122 -4.869 0.103
O -1.294 3.622 4.267 0.129
C -0.671 4.343 3.360 -0.511
O -0.547 5.540 3.451 0.075
C -0.119 3.620 2.167 -0.037
C 0.652 4.212 1.186 -0.580
Cl 1.216 5.802 1.029 0.835
N 0.991 3.269 0.281 -0.071
N 0.466 2.074 0.620 0.089
C -0.204 2.271 1.746 -0.130
C -0.888 1.056 2.337 -0.570
O -1.370 1.130 3.469 0.060
O -0.916 0.052 1.567 -0.093
C 1.808 3.431 -0.884 -0.237
C 1.378 4.245 -1.917 -0.038
C 2.194 4.413 -3.026 -0.059
C 3.420 3.770 -3.092 -0.082
C 3.834 2.944 -2.054 -0.064
C 3.026 2.775 -0.942 -0.013
H -1.342 2.642 4.023 0.069
H 0.420 4.747 -1.846 0.119
H 1.867 5.044 -3.843 0.114
H 4.050 3.901 -3.963 0.109
H 4.789 2.436 -2.110 0.111
H 3.328 2.154 -0.108 0.084
C 4.188 0.839 3.517 -0.137
C 2.870 0.874 2.747 -0.400
P 2.588 -0.473 1.533 0.943
C 2.578 -1.959 2.608 -0.383
C 2.385 -3.288 1.878 -0.133
C 4.165 -0.558 0.593 -0.395
C 4.047 -1.360 -0.709 -0.143
H 4.227 1.659 4.235 0.076
H 5.045 0.944 2.848 0.065
H 4.308 -0.092 4.074 0.064
H 2.770 1.820 2.210 0.058
H 2.019 0.833 3.434 0.085
H 1.744 -1.795 3.295 0.089
H 3.492 -1.977 3.205 0.073
H 1.493 -3.274 1.256 0.043
H 2.277 -4.096 2.603 0.076
H 3.243 -3.527 1.250 0.058
H 4.964 -0.942 1.232 0.086
H 4.432 0.474 0.347 0.055
H 3.964 -2.429 -0.523 0.059
H 4.922 -1.199 -1.342 0.072
H 3.160 -1.056 -1.272 0.038
```

Output
Energy   -4172.52930 hartree
HOMO level (alpha / beta)   -6.9288 / -7.6599 eV
Max |F|   1.1 eV Å⁻¹
Energy relative to the best compared isomer or geometry (same formula, charge and spin)   0.0 kJ/mol
Spin multiplicity   6